# 1
This record from OMol25 describes a molecular structure, C47H57BCoN11S3. The level of theory is ωB97M-V with the def2-TZVPD basis set.

Output
ΔE to the lowest compared entry with this formula, charge and spin	3.3	kcal/mol
gap between HOMO and LUMO (spin up / spin down)	5.8668 / 5.2641	eV
LUMO level (spin up / spin down)	-2.9536 / -3.5747	eV
M	942.0	u
total charge	+1
expectation value of S²	4.0058
2S+1	4
E_tot	-5029.50216	Eh

Geometry (Å):
Co: -0.20 0.03 0.08
C: -0.18 5.26 0.88
C: 0.03 4.56 -0.43
C: 0.71 5.16 -1.45
C: 0.68 4.53 -2.72
N: 0.38 3.26 -2.80
N: -0.11 2.58 -1.75
B: -0.12 1.01 -1.84
N: 1.10 0.41 -2.62
N: 1.60 1.01 -3.70
C: 2.49 0.42 -4.46
C: 2.77 -0.96 -4.29
C: 2.37 -1.56 -3.14
C: 2.72 -2.97 -2.81
C: 1.66 -0.76 -2.19
S: 1.68 -1.23 -0.57
C: 3.20 1.24 -5.52
C: 2.23 1.47 -6.69
C: 3.63 2.57 -4.88
C: 4.45 0.53 -6.04
N: -1.45 0.63 -2.53
N: -1.44 0.51 -3.85
C: -2.55 0.27 -4.50
C: -3.77 0.05 -3.80
C: -3.81 0.20 -2.44
C: -5.04 -0.03 -1.63
C: -2.59 0.53 -1.81
S: -2.47 0.72 -0.12
C: -2.49 0.25 -6.01
C: -3.56 1.23 -6.53
C: -1.11 0.69 -6.50
C: -2.79 -1.17 -6.51
C: -0.57 3.30 -0.69
S: -1.98 2.97 0.21
C: 0.85 5.37 -3.97
C: 0.71 4.56 -5.25
C: -0.30 6.41 -3.94
C: 2.20 6.11 -3.95
H: -1.09 5.86 0.84
H: 0.66 5.92 1.09
H: -0.30 4.54 1.69
H: 1.19 6.12 -1.31
H: 3.31 -1.50 -5.04
H: 2.99 -3.52 -3.71
H: 1.89 -3.47 -2.31
H: 3.56 -2.99 -2.12
H: 1.29 1.88 -6.33
H: 2.02 0.52 -7.19
H: 2.67 2.15 -7.43
H: 2.82 2.98 -4.29
H: 3.94 3.28 -5.65
H: 4.49 2.40 -4.22
H: 4.22 -0.36 -6.61
H: 5.12 0.26 -5.22
H: 4.99 1.21 -6.70
H: -4.66 -0.23 -4.35
H: -5.87 -0.34 -2.25
H: -5.31 0.89 -1.10
H: -4.85 -0.79 -0.87
H: -3.43 2.21 -6.08
H: -4.57 0.88 -6.33
H: -3.45 1.34 -7.61
H: -0.89 1.69 -6.15
H: -1.09 0.68 -7.59
H: -0.34 0.02 -6.12
H: -3.75 -1.53 -6.14
H: -2.01 -1.86 -6.18
H: -2.82 -1.18 -7.60
H: 0.00 3.75 -5.11
H: 1.67 4.13 -5.54
H: 0.37 5.20 -6.06
H: -1.26 5.90 -4.00
H: -0.20 7.08 -4.79
H: -0.28 7.01 -3.03
H: 3.02 5.41 -3.80
H: 2.24 6.87 -3.17
H: 2.35 6.61 -4.91
C: -2.04 -5.48 4.29
C: -1.71 -4.15 3.67
C: -1.13 -3.12 4.41
C: -0.82 -1.93 3.82
C: -1.05 -1.66 2.45
N: -0.68 -0.42 1.95
C: -0.98 0.66 2.76
C: -2.17 0.71 3.51
C: -2.47 1.75 4.35
C: -1.60 2.83 4.50
C: -1.92 3.95 5.45
C: -0.46 2.84 3.73
C: -0.14 1.79 2.87
N: 1.04 1.89 2.11
C: 2.22 2.40 2.50
C: 3.06 2.37 1.41
C: 2.30 1.82 0.38
N: 1.07 1.53 0.82
C: -1.60 -2.72 1.70
C: -1.91 -3.93 2.32
N: -1.85 -2.64 0.31
C: -2.68 -3.45 -0.39
C: -2.43 -3.24 -1.73
C: -1.44 -2.26 -1.76
N: -1.12 -1.89 -0.52
H: -2.39 -5.37 5.31
H: -1.15 -6.11 4.31
H: -2.80 -6.00 3.71
H: -0.92 -3.27 5.46
H: -0.35 -1.15 4.41
H: -2.87 -0.12 3.41
H: -3.40 1.74 4.91
H: -2.34 3.55 6.37
H: -2.67 4.62 5.01
H: -1.04 4.53 5.68
H: 0.22 3.68 3.79
H: 2.40 2.71 3.51
H: 4.09 2.68 1.37
H: 2.58 1.64 -0.64
H: -2.31 -4.74 1.73
H: -3.39 -4.11 0.07
H: -2.90 -3.72 -2.57
H: -0.96 -1.85 -2.62

# 2
This record from OMol25 describes a molecular structure, C47H57Ge2N4O4Si3Ta. The level of theory is ωB97M-V with the def2-TZVPD basis set.

Output
ΔE to the lowest compared entry with this formula, charge and spin	37.4	kcal/mol
gap between HOMO and LUMO (spin up / spin down)	5.6943 / 6.5538	eV
LUMO level (spin up / spin down)	-3.5962 / -3.8771	eV
M	1152.4	u
total charge	+1
expectation value of S²	0.7789
2S+1	2
E_tot	-7424.43974	Eh

Geometry (Å):
Ta: -0.06 0.14 0.46
O: -4.14 0.16 -1.71
C: -3.70 0.83 -2.79
C: -4.64 1.10 -3.78
C: -4.30 1.82 -4.90
C: -3.00 2.29 -5.06
C: -2.05 2.03 -4.10
C: -2.37 1.29 -2.95
C: -1.31 1.05 -1.98
O: -1.53 0.39 -0.82
N: -0.12 1.51 -2.18
N: 0.69 1.25 -1.11
C: 1.93 1.74 -1.14
C: 2.69 1.53 0.02
C: 4.03 1.92 0.17
C: 4.71 1.61 1.31
C: 4.05 0.89 2.31
C: 2.73 0.54 2.13
N: 2.04 0.85 1.02
H: -3.41 0.08 -1.08
H: -5.65 0.72 -3.64
H: -5.05 2.03 -5.66
H: -2.73 2.86 -5.94
H: -1.04 2.38 -4.20
H: 2.29 2.28 -2.00
H: 4.49 2.47 -0.64
H: 5.75 1.89 1.44
H: 4.55 0.61 3.23
H: 2.19 -0.01 2.88
O: -1.10 -1.80 0.78
C: -0.20 -1.80 1.65
O: 0.03 -0.73 2.31
C: 0.82 -2.86 1.91
C: 0.85 -3.77 2.94
C: 2.07 -4.34 3.28
C: 3.22 -3.90 2.64
C: 3.14 -2.98 1.63
N: 1.94 -2.50 1.22
H: -0.06 -4.02 3.46
H: 2.12 -5.09 4.07
H: 4.19 -4.28 2.93
H: 4.00 -2.62 1.08
C: 1.74 -1.64 0.12
Ge: 0.95 -2.57 -1.51
C: 0.95 -4.47 -0.94
C: -0.16 -4.96 -0.26
C: -0.19 -6.26 0.23
C: 0.89 -7.10 0.02
C: 1.99 -6.65 -0.70
C: 2.02 -5.34 -1.18
C: 2.47 -2.06 -2.68
C: 2.29 -1.13 -3.71
C: 3.37 -0.71 -4.48
C: 4.64 -1.22 -4.24
C: 4.83 -2.13 -3.20
C: 3.76 -2.53 -2.42
C: -0.67 -2.49 -2.65
C: -0.38 -2.88 -3.96
C: -1.39 -3.09 -4.88
C: -2.72 -2.93 -4.49
C: -3.01 -2.60 -3.18
C: -2.00 -2.39 -2.26
H: 2.69 -1.25 -0.23
H: -1.04 -4.33 -0.13
H: -1.06 -6.62 0.76
H: 0.87 -8.12 0.39
H: 2.82 -7.31 -0.91
H: 2.87 -5.01 -1.76
H: 1.31 -0.72 -3.90
H: 3.21 0.01 -5.27
H: 5.47 -0.92 -4.86
H: 5.82 -2.52 -3.00
H: 3.92 -3.22 -1.60
H: 0.65 -3.03 -4.26
H: -1.15 -3.40 -5.89
H: -3.51 -3.09 -5.20
H: -4.04 -2.50 -2.87
H: -2.25 -2.18 -1.23
C: 0.96 1.39 4.77
Si: 0.52 2.85 3.62
C: 2.09 3.73 2.98
C: -0.36 4.10 4.74
Ge: -0.85 2.23 1.73
Si: -2.95 1.50 2.72
C: -4.17 0.72 1.50
C: -2.63 0.21 4.07
C: -3.80 3.00 3.50
Si: -1.29 4.22 0.42
C: -1.53 5.66 1.63
C: 0.16 4.64 -0.72
C: -2.89 4.03 -0.58
H: 2.03 1.27 4.89
H: 0.54 0.45 4.41
H: 0.53 1.57 5.77
H: 2.97 3.46 3.56
H: 1.96 4.81 3.06
H: 2.28 3.50 1.93
H: 0.32 4.41 5.54
H: -1.24 3.66 5.22
H: -0.67 4.99 4.20
H: -3.82 -0.27 1.18
H: -4.33 1.34 0.62
H: -5.14 0.58 1.98
H: -2.04 -0.62 3.68
H: -3.57 -0.20 4.44
H: -2.09 0.64 4.91
H: -4.12 3.71 2.73
H: -3.14 3.53 4.18
H: -4.69 2.68 4.05
H: -0.57 6.02 2.00
H: -2.14 5.36 2.49
H: -2.03 6.49 1.13
H: 1.11 4.54 -0.20
H: 0.08 5.67 -1.07
H: 0.17 3.99 -1.60
H: -3.76 4.15 0.06
H: -2.95 3.06 -1.06
H: -2.94 4.79 -1.37

# 3
This record from OMol25 describes 2 unconnected molecules or ions with the total composition C47H57N5OP. The level of theory is ωB97M-V with the def2-TZVPD basis set.

Output
gap between HOMO and LUMO	4.8311	eV
LUMO level	-3.9819	eV
M	739.0	u
total charge	+1
2S+1	1
E_tot	-2515.25642	Eh

Geometry (Å):
C: 2.07 4.21 -4.99
N: 1.86 4.63 -3.62
C: 2.00 6.06 -3.40
C: 1.50 3.76 -2.63
C: 1.15 4.21 -1.33
C: 0.89 3.30 -0.32
C: 1.03 1.92 -0.54
P: 1.09 0.78 0.88
C: 2.01 -0.66 0.17
C: 3.37 -0.53 -0.17
C: 4.05 -1.54 -0.83
C: 3.40 -2.74 -1.19
N: 4.06 -3.67 -1.93
C: 3.56 -5.00 -2.20
C: 5.46 -3.51 -2.29
C: 2.04 -2.90 -0.79
C: 1.37 -1.89 -0.10
C: 2.43 1.56 1.88
C: 2.62 1.23 3.24
C: 3.77 1.60 3.92
C: 4.83 2.28 3.24
N: 6.05 2.50 3.80
C: 7.14 3.07 3.04
C: 6.30 2.46 5.23
C: 4.60 2.69 1.90
C: 3.41 2.37 1.26
C: 1.19 1.46 -1.86
C: 1.48 2.36 -2.88
H: 1.42 3.38 -5.25
H: 1.86 5.06 -5.65
H: 3.12 3.90 -5.16
H: 2.12 6.30 -2.34
H: 2.89 6.41 -3.94
H: 1.13 6.60 -3.80
H: 1.10 5.28 -1.12
H: 0.62 3.68 0.67
H: 3.92 0.38 0.07
H: 5.11 -1.39 -1.07
H: 2.50 -5.10 -1.96
H: 3.71 -5.21 -3.27
H: 4.14 -5.75 -1.64
H: 5.67 -2.49 -2.64
H: 6.13 -3.73 -1.44
H: 5.68 -4.21 -3.10
H: 1.50 -3.82 -1.04
H: 0.35 -2.06 0.23
H: 1.85 0.66 3.76
H: 3.90 1.33 4.97
H: 7.24 2.59 2.06
H: 7.01 4.15 2.88
H: 8.06 2.92 3.61
H: 5.54 1.91 5.76
H: 7.28 1.99 5.38
H: 6.37 3.48 5.64
H: 5.37 3.24 1.36
H: 3.28 2.73 0.24
H: 1.15 0.40 -2.09
H: 1.72 1.98 -3.87
C: -7.27 -3.25 0.36
N: -5.85 -3.07 0.20
C: -5.08 -3.98 -0.49
O: -5.48 -5.05 -0.94
C: -3.66 -3.42 -0.54
C: -3.18 -3.18 -1.97
C: -2.90 -4.47 -2.70
C: -3.48 -4.71 -3.95
C: -3.31 -5.95 -4.57
C: -2.54 -6.94 -3.95
C: -1.91 -6.68 -2.72
C: -2.07 -5.43 -2.11
N: -3.76 -2.19 0.25
C: -2.68 -1.42 0.47
C: -2.78 -0.17 1.08
C: -1.77 0.71 1.46
C: -2.11 1.96 2.10
C: -1.11 2.87 2.55
C: -1.43 4.08 3.15
C: -2.77 4.42 3.41
C: -3.12 5.69 4.10
C: -3.77 3.54 3.00
C: -3.46 2.36 2.34
C: -5.16 -1.86 0.62
C: -5.70 -0.66 -0.17
C: -5.35 -1.67 2.14
H: -7.56 -4.21 -0.09
H: -7.53 -3.26 1.43
H: -7.83 -2.44 -0.12
H: -3.00 -4.14 -0.02
H: -3.96 -2.61 -2.51
H: -2.27 -2.56 -1.94
H: -4.08 -3.92 -4.41
H: -3.79 -6.15 -5.53
H: -2.42 -7.92 -4.42
H: -1.30 -7.44 -2.23
H: -1.58 -5.20 -1.16
H: -1.73 -1.83 0.13
H: -3.79 0.14 1.27
H: -0.71 0.40 1.34
H: -0.06 2.59 2.43
H: -0.64 4.78 3.43
H: -4.19 5.71 4.32
H: -2.57 5.79 5.05
H: -2.88 6.57 3.49
H: -4.81 3.80 3.21
H: -4.30 1.73 2.03
H: -5.67 -0.87 -1.24
H: -6.74 -0.47 0.13
H: -5.13 0.26 0.02
H: -5.11 -2.61 2.65
H: -4.71 -0.89 2.54
H: -6.39 -1.41 2.34